Below is a structure of composition C4H2OPm, with properties calculated with ωB97M-V/def2-TZVPD.

```
8
Properties=species:S:1:pos:R:3:forces:R:3
C -0.00444 -0.15575 1.29299 -1.2 -1.0 -2.8
C -0.63964 -1.19750 1.41124 0.9 -0.5 1.7
H -0.98089 -2.16452 1.74167 -0.2 0.2 0.0
O 1.84539 -0.46632 -1.20002 -2.4 3.7 -0.7
C 1.05179 0.38378 -0.90594 2.7 -5.3 2.8
C 0.01278 0.58653 0.02004 0.7 3.0 -0.9
H -0.28301 1.64148 0.15319 -0.1 0.0 -0.3
Pm -1.00199 1.37231 -2.51316 -0.4 -0.1 0.1
```
Positions in Å, forces in eV/Å.

## Properties
Orbital gap (alpha / beta) in eV: 6.13 / 6.27
Calculated total energy in Ha: -836.30901
Multiplicity: 6
LUMO (alpha / beta) in eV: -11.04 / -10.91
Charge: +2



Below is the molecule C4H2OS, with properties calculated with ωB97M-V/def2-TZVPD.

```
8
Properties=species:S:1:pos:R:3:forces:R:3
O -2.90297 0.23207 -0.06275 -0.5 0.8 -0.3
C -1.98834 -0.53003 -0.01907 0.0 -1.8 0.7
C -0.59843 -0.18048 -0.04560 0.6 0.7 -0.1
C 0.55548 0.16036 -0.00322 0.0 -0.2 0.0
C 1.90406 0.62316 0.01327 0.0 -1.9 -0.2
S 3.20333 -0.34651 -0.04838 -0.5 0.4 0.1
H -2.14812 -1.62603 0.14950 -0.1 0.4 -0.2
H 1.97500 1.66746 0.01626 0.4 1.6 0.1
```
Positions in Å, forces in eV/Å.

## Properties
Orbital gap in eV: 7.69
Calculated total energy in Ha: -626.93369
Multiplicity: 1
LUMO in eV: -1.89
Structure (SMILES): O=CC#CC=S



Below is a cluster of 11 separate species, C4H30N2O11 in total, with properties calculated with ωB97M-V/def2-TZVPD.

```
47
Properties=species:S:1:pos:R:3:forces:R:3
C 1.66022 2.30963 -1.99544 -3.6 -1.9 0.4
N 1.19872 2.56678 -0.58483 2.1 -1.1 -1.3
C 1.46287 1.37060 0.19275 -0.2 -0.2 3.7
C 0.13128 0.78750 0.85493 -1.5 2.9 -4.0
O -0.95643 1.34081 0.45892 1.7 -0.6 1.5
N 0.04171 -0.27478 1.59333 1.5 -2.4 1.2
C 1.01178 -1.35774 1.66252 0.2 -2.0 1.8
H 0.85964 2.62169 -2.66692 0.5 1.2 -0.3
H 1.54205 1.24424 -2.26516 0.6 0.3 0.6
H 2.61452 2.58297 -2.22723 2.4 1.4 -0.5
H 0.23172 2.71836 -0.70947 -1.1 0.0 0.7
H 1.98783 0.56113 -0.30580 -0.2 -0.1 -0.6
H 2.17753 1.57202 1.08742 -1.1 0.0 -1.2
H -0.84367 -0.64989 1.90254 -0.6 0.7 -0.3
H 0.92401 -1.88632 2.71706 -0.1 0.9 -2.2
H 0.79568 -2.10336 0.85986 0.2 0.4 0.7
H 2.06728 -1.11278 1.61058 -0.1 0.7 -0.3
O 1.14526 -0.58890 -2.59219 -0.7 -0.9 -0.1
H 1.81887 -1.04881 -2.07592 0.6 0.2 -0.1
H 0.30576 -0.96263 -2.25692 0.0 0.5 -0.3
O -1.57342 1.03024 3.58807 0.7 4.1 -1.5
H -1.34454 1.36241 2.59342 -0.8 -0.7 3.3
H -1.54900 1.93272 4.13026 0.0 -3.0 -1.8
O -1.17184 3.72400 2.30730 4.0 -1.1 -3.4
H -1.82140 3.89332 2.90145 -3.3 1.6 1.8
H -1.18515 4.15274 1.41731 -0.7 -0.4 1.7
O 3.17694 -3.87530 -2.56925 1.3 -0.7 0.5
H 2.44602 -4.23309 -2.07675 -0.9 -0.2 0.2
H 2.83968 -3.32976 -3.25937 -0.8 0.4 -1.0
O -3.89990 1.02791 0.43566 -0.6 0.3 0.9
H -3.70749 1.19944 1.38400 0.0 -0.2 -1.1
H -3.08556 0.70366 0.05582 0.6 -0.1 0.2
O 3.43327 -1.50778 -1.55746 -0.6 -2.2 0.5
H 3.34620 -2.54314 -1.73397 0.7 2.5 0.4
H 4.27275 -1.24268 -1.91531 0.5 0.1 -0.2
O -2.06296 -1.65758 3.61790 -1.3 -1.1 -0.7
H -2.41937 -0.78196 3.55638 -0.8 0.9 0.1
H -1.17884 -1.42999 3.77958 2.1 0.1 0.7
O -1.33168 -1.09105 -1.55104 0.1 -0.3 1.2
H -1.14124 -0.86293 -0.60985 -0.3 -0.3 -1.0
H -1.66990 -0.23507 -1.89569 0.3 0.0 0.0
O -1.92123 1.39945 -2.05142 5.2 0.3 -0.8
H -1.44464 2.01163 -1.44084 -0.6 -1.0 -0.4
H -2.78788 1.51943 -1.91401 -5.2 1.0 0.8
O 0.38162 -3.85657 -1.17667 -0.6 1.8 -1.2
H -0.14289 -3.23659 -1.77163 0.9 -0.6 1.2
H 0.05505 -4.68258 -1.49751 -0.3 -1.2 0.0
```
Positions in Å, forces in eV/Å.

## Properties
Orbital gap in eV: 9.14
Calculated total energy in Ha: -1107.47671
Multiplicity: 1
LUMO in eV: 0.19
Structure (SMILES): CNCC(=O)NC.O.O.O.O.O.O.O.O.O.O



Below is a cluster of 11 separate species, C4H30N2O11 in total, with properties calculated with ωB97M-V/def2-TZVPD.

```
47
Properties=species:S:1:pos:R:3:forces:R:3
N -1.81460 -0.55889 0.89444 -0.2 -0.3 1.0
C -1.22023 0.49909 0.10816 -1.4 0.9 -2.6
C -1.43184 0.22947 -1.45930 -0.5 2.1 -1.2
C -0.94378 -1.16853 -1.98181 -3.3 -1.1 -0.2
C 0.46001 -1.50052 -1.76589 4.0 0.1 0.1
N 1.29542 -1.42015 -2.85549 -3.5 0.3 -0.6
O 0.99864 -1.80674 -0.66153 -1.9 0.3 -1.1
H -1.76075 -0.34862 1.91806 0.0 -0.5 -1.4
H -1.41308 -1.50559 0.73807 -0.1 1.1 0.1
H -0.19639 0.71806 0.29525 1.1 0.0 0.3
H -1.78642 1.48350 0.23986 0.7 -1.3 0.2
H -0.95447 1.03696 -2.16312 -0.3 -1.2 1.8
H -2.56876 0.47913 -1.63500 2.3 -1.5 0.0
H -1.31039 -1.48101 -3.03163 0.9 1.2 1.3
H -1.50011 -1.94007 -1.41242 0.2 0.3 0.1
H 2.25782 -1.55511 -2.82609 1.8 -0.3 0.6
H 0.88031 -1.21395 -3.76965 0.4 0.0 0.8
O 0.39158 -2.94875 2.30025 -0.1 -2.5 -1.6
H 0.82040 -2.60024 1.47682 -0.6 -0.3 0.8
H 0.14934 -3.91999 1.99943 0.6 3.1 0.9
O 1.20081 0.72096 2.43682 -1.7 1.9 -2.2
H 1.73304 0.30372 3.02632 3.1 -1.5 3.0
H 0.68859 -0.02735 2.18732 -1.3 -0.9 -0.8
O -1.28097 -0.72513 3.67011 2.6 -0.3 -1.7
H -1.91001 -0.82902 4.30580 -3.2 0.3 2.9
H -0.92706 -1.62357 3.70613 0.7 -0.1 -0.8
O 1.08694 4.10295 0.25716 -1.9 -1.4 -1.0
H 1.70775 4.58804 0.73350 1.8 1.4 1.0
H 0.59780 3.64362 0.97510 0.1 0.1 -0.3
O -0.55056 3.94828 -2.33976 2.1 1.6 2.8
H 0.14624 4.17075 -1.53928 -2.5 -0.8 -2.6
H -1.07713 4.77707 -2.38761 0.5 -0.8 0.0
O -0.43128 -4.26670 -0.37230 2.5 -3.3 0.7
H 0.30615 -3.79377 -0.76126 0.0 1.3 -0.3
H 0.17291 -5.10352 -0.19011 -2.4 1.9 -0.3
O 2.47637 1.88903 -1.52867 0.2 2.5 -1.0
H 2.34732 2.90712 -1.64204 0.2 -3.0 0.6
H 1.92157 1.62977 -0.79678 -0.4 0.3 0.5
O 0.19976 3.15319 2.67034 -2.5 0.3 -2.6
H -0.32849 2.39817 2.92128 0.0 -0.5 0.0
H 0.74827 3.31703 3.37048 2.2 0.6 2.7
O 3.50828 -0.98235 -0.45927 0.5 -3.6 1.6
H 3.47570 -0.15955 -0.82059 0.0 3.9 -1.6
H 2.58626 -1.26350 -0.36431 0.0 -0.1 -0.1
O -4.33855 -0.40866 -0.88823 2.7 -5.3 1.0
H -3.76997 -0.39631 -0.07516 0.0 -0.7 -0.7
H -4.67540 0.39577 -0.83737 -2.9 5.8 -0.1
```
Positions in Å, forces in eV/Å.

## Properties
Orbital gap in eV: 9.39
Calculated total energy in Ha: -1107.49765
Multiplicity: 1
LUMO in eV: 0.22
Structure (SMILES): NCCCC(N)=O.O.O.O.O.O.O.O.O.O.O



Below is a cluster of 12 separate species, C4H30N2O13 in total, with properties calculated with ωB97M-V/def2-TZVPD.

```
49
Properties=species:S:1:pos:R:3:forces:R:3
C 2.29852 0.36049 2.31669 2.0 0.0 0.9
C 0.81775 0.41919 2.11938 -1.5 0.1 2.6
C 0.17591 1.10753 3.50020 0.8 -2.1 -2.1
O -0.25876 0.46626 4.42004 0.1 0.5 -0.4
N 0.38266 1.21290 0.92439 5.3 0.3 2.0
C 0.75521 2.58582 0.86476 -0.2 -1.5 -0.2
N 0.17477 3.26745 -0.13409 -3.5 -2.8 -0.9
O 1.58353 3.04839 1.60038 1.1 1.0 0.8
H 2.70041 0.15344 3.37132 -1.2 -0.3 -1.3
H 2.77365 -0.31251 1.59861 -0.1 -0.2 0.3
H 2.72855 1.32311 2.15465 0.2 0.7 -0.4
H 0.51293 -0.68559 2.15065 -0.3 1.6 -0.8
H 0.24704 2.18111 3.40994 -0.2 0.8 0.5
H -0.50740 1.05078 0.74069 -5.0 -1.0 -1.4
H -0.62050 2.76753 -0.66516 2.3 1.4 0.7
H 0.44464 4.16393 -0.39596 0.4 1.5 -0.2
O 0.15384 1.76397 -2.53694 1.6 1.6 -0.8
H 0.92835 1.33332 -2.16806 0.0 0.1 0.2
H -0.57231 1.23441 -2.36055 -2.6 -1.9 0.2
O 2.65747 1.71428 -1.87778 -0.4 3.8 4.6
H 2.74549 2.71679 -1.62893 -0.3 -2.9 -1.2
H 2.90892 1.54854 -2.72927 1.1 0.0 -3.7
O -1.95704 -3.08164 -0.47093 -2.7 -0.8 -0.9
H -1.08010 -2.90696 -0.30655 3.8 0.7 0.7
H -2.21990 -3.63071 0.26273 -0.3 -0.3 0.3
O -1.24604 -2.51114 -3.18718 2.5 0.4 0.8
H -1.76086 -2.87783 -2.46739 -0.3 -0.4 0.3
H -0.31710 -2.41979 -2.76419 -2.3 0.0 -1.0
O -2.16452 -1.44466 2.11928 5.6 3.0 -3.0
H -2.73197 -1.56342 2.79920 -2.5 -0.2 3.8
H -1.40730 -0.71630 2.39035 -3.3 -2.9 -0.6
O -3.86270 -1.31927 -0.45063 -0.9 0.1 -2.6
H -3.02513 -1.74008 -0.34049 1.3 -0.8 -0.4
H -4.06030 -1.21173 0.42616 -1.3 0.8 3.5
O -2.36909 1.72103 1.45795 0.4 -1.5 0.3
H -2.08954 2.59453 1.29986 0.7 1.8 -0.2
H -3.30916 1.78895 1.44620 -1.2 -0.3 0.0
O 1.05199 -2.57996 0.12780 0.0 1.4 -0.4
H 1.86034 -3.11520 0.01792 -0.6 0.6 -0.1
H 1.12119 -1.84773 -0.59352 -0.1 -2.5 2.0
O 1.55486 -1.99869 -2.19099 -3.8 -1.3 -0.7
H 2.24728 -1.43921 -2.04988 3.7 2.4 0.3
H 1.69197 -2.62282 -2.87031 0.6 -0.9 -1.2
O -2.68497 0.17311 -2.26069 -1.1 0.8 -0.3
H -3.69669 0.29092 -2.15777 2.9 -1.2 0.1
H -2.36151 -0.74083 -2.09382 -1.2 0.9 -0.3
O 3.25350 -0.46809 -0.88341 3.4 -0.2 -1.4
H 3.98137 0.14146 -1.29895 -2.4 -1.6 1.5
H 2.55072 0.10492 -0.63572 -0.7 1.2 0.4
```
Positions in Å, forces in eV/Å.

## Properties
Orbital gap in eV: 8.93
Calculated total energy in Ha: -1257.94695
Multiplicity: 1
LUMO in eV: -0.11
Structure (SMILES): C[C@@H](C=O)NC(N)=O.O.O.O.O.O.O.O.O.O.O.O